# C23H41FIrP2

A structure of composition C23H41FIrP2 in a non-equilibrium geometry (ωB97M-V with the def2-TZVPD basis set, the Open Molecules 2025 dataset).

XYZ file:
```
68
Properties=species:S:1:pos:R:3:forces:R:3
Ir -1.255865 -0.427606 -2.243619 -2.377 0.217 -0.151
C -2.696539 0.231842 0.816660 0.226 1.645 -0.183
C -2.708039 1.109769 -0.266884 -0.903 -1.302 0.525
C -3.073301 -1.099570 -1.055374 -0.625 1.708 0.219
C -2.904964 -1.084874 0.364263 -0.374 -0.461 -1.367
C -2.982367 0.349009 -1.515701 -2.210 -1.012 2.828
C -2.611570 0.641614 2.252480 0.165 -0.110 0.398
H -2.241512 1.663355 2.355844 -0.007 -0.052 -0.020
H -1.944423 -0.013486 2.828782 -0.087 0.137 -0.132
H -3.589512 0.606348 2.757320 0.176 -0.017 -0.235
C -3.145612 -2.270930 1.232517 0.396 -0.134 -0.026
H -2.684021 -2.145032 2.214939 -0.078 -0.031 -0.077
H -2.726850 -3.163807 0.754538 -0.143 0.088 0.157
H -4.218071 -2.453939 1.387820 0.161 0.145 -0.108
C -3.948440 -2.090758 -1.741308 -0.046 -0.536 -0.190
H -5.007330 -1.781778 -1.724077 0.284 -0.021 0.038
H -3.880826 -3.063545 -1.239269 -0.052 0.112 -0.227
H -3.622785 -2.200431 -2.776418 -0.253 -0.182 0.055
C -3.932616 0.859863 -2.558948 0.031 0.073 -0.308
H -4.977268 0.656736 -2.270124 0.297 0.022 -0.005
H -3.740670 0.354244 -3.512489 -0.211 0.204 0.063
H -3.819231 1.940093 -2.677075 -0.033 -0.114 -0.185
C -2.697276 2.579981 -0.205307 0.569 0.605 -0.069
H -3.644311 3.007669 0.155278 0.125 -0.271 -0.080
H -2.511673 2.981353 -1.204096 0.037 0.175 0.155
H -1.910886 2.932697 0.473499 -0.139 0.099 -0.136
C 0.859805 -0.651933 3.834600 0.048 0.388 0.243
C 0.894505 0.684447 3.746943 -0.296 -0.045 0.162
C 2.149212 1.542321 3.611187 -0.136 -0.453 0.573
C 2.671058 1.814794 2.180791 0.438 0.823 -1.013
C 2.200876 0.775190 1.181746 -2.502 -1.306 -0.193
C 2.418144 -0.605307 1.394136 -0.812 0.054 1.069
C 3.064954 -1.175497 2.585725 1.511 -0.080 0.177
C 2.044053 -1.573010 3.677463 0.028 -0.441 -0.019
H 2.963237 1.070155 4.185587 -0.359 0.230 -0.114
H 3.761614 1.905875 2.184461 -0.050 -0.039 0.120
H 1.926169 2.511613 4.094505 0.278 -0.437 -0.271
H 2.579822 -1.721662 4.630439 -0.167 0.146 -0.242
H -0.071622 -1.177984 4.090084 0.257 0.486 -0.262
H -0.041348 1.251232 3.858332 0.364 -0.371 -0.016
H 1.666311 -2.563329 3.407901 -0.062 0.061 0.080
H 3.647789 -2.073369 2.275876 -0.372 0.421 0.373
H 1.884062 -1.317878 0.765083 -0.003 0.149 -0.145
H 3.806671 -0.466986 3.003721 -0.341 -0.290 -0.236
H 2.284905 2.795968 1.861746 0.175 -0.323 -0.012
H 1.169299 1.019139 0.867953 0.138 -0.301 0.580
P 2.603149 0.583056 -0.902662 4.054 0.979 -0.261
C 4.295576 -0.172535 -0.707972 -0.307 -0.107 0.141
C 3.156766 2.280381 -1.226131 -0.095 0.443 -0.362
P 0.590650 -1.253742 -1.849023 4.103 -1.591 -0.400
C 2.062974 -0.237392 -2.418196 -0.189 0.115 0.291
C -0.551890 1.005997 -3.435807 0.870 0.301 -0.748
C 0.789314 -2.624109 -3.059734 -0.271 0.021 0.002
H 4.296009 -1.241610 -0.944803 -0.063 0.145 0.096
H 4.653858 -0.046364 0.319139 0.003 0.030 -0.221
H 4.980301 0.344934 -1.387398 -0.138 -0.250 0.016
H 4.201181 2.253811 -1.560728 -0.356 0.150 -0.012
H 3.100146 2.861632 -0.299173 -0.023 -0.014 -0.307
H 2.543287 2.745516 -2.001580 0.040 0.138 0.155
H 1.778835 -3.092849 -3.036861 -0.159 0.061 0.146
H 0.619724 -2.155456 -4.038400 -0.034 -0.401 0.075
H -0.001583 -3.349509 -2.842001 0.233 0.033 -0.326
H 2.857329 -0.894109 -2.810586 -0.166 0.307 0.419
H 1.848973 0.542499 -3.171605 -0.256 -0.435 0.324
H -1.342217 1.470605 -4.032081 0.004 -0.191 0.030
H 0.216196 0.562040 -4.083883 -0.326 0.555 -0.224
H -0.111742 1.762385 -2.773192 0.102 0.147 -0.214
F -1.990394 -1.507780 -3.778848 -0.090 -0.096 -0.413
```
Forces are in eV/Å.

## Properties
Kohn-Sham gap (spin up / spin down): 0.224 / 0.199 Eh
Net charge: +1
LUMO level (spin up / spin down): -3.570 / -5.006 eV
Expectation value of S²: 6.065
2S+1: 5
HOMO (spin up / spin down): -9.658 / -10.417 eV

---

# C23H41I2N2O5

The ion C23H41I2N2O5 with charge +1 in a non-equilibrium geometry (ωB97M-V with the def2-TZVPD basis set, the Open Molecules 2025 dataset).

XYZ file:
```
73
Properties=species:S:1:pos:R:3:forces:R:3
C -3.916889 -0.017085 3.105559 0.200 0.332 -0.744
C -2.678609 0.510923 2.377174 -0.492 0.398 1.412
O -1.544651 -0.306997 2.639765 0.493 0.408 -1.073
C -1.402233 -1.376535 1.723582 -0.284 -0.480 0.396
C 0.073625 -1.821948 1.664357 -0.641 1.432 0.240
C 0.786941 -1.721474 0.284488 0.677 -1.500 2.043
C 0.058487 -2.725632 -0.638040 1.265 0.478 -1.280
C -0.693102 -3.899569 -0.029194 1.712 -0.152 0.110
O -1.859801 -3.843839 0.063382 -3.036 0.258 0.196
N 0.717285 -0.305276 -0.272841 -0.536 -0.114 -0.090
C 0.992318 -0.166394 -1.743879 -0.580 0.845 -1.508
I 2.722643 0.886864 -2.472529 -0.058 -0.028 0.302
C -0.244082 0.441764 -2.473982 0.954 -0.507 -1.151
C -0.227990 -0.050886 -3.949762 -0.868 0.015 0.907
C 1.261469 0.727133 0.694197 -0.249 0.896 1.320
C 1.079969 2.203258 0.265116 -0.261 0.678 0.136
C -0.013197 2.977402 1.062401 0.335 -0.360 -0.646
C -1.362376 2.874177 0.322650 0.510 0.489 1.116
C -1.435407 3.882986 -0.806202 -2.255 -0.870 0.550
O -0.515949 4.253707 -1.422748 2.484 0.885 -1.115
O -2.692433 4.340071 -1.105825 0.182 -0.491 0.217
C -3.477065 3.354585 -1.786267 -0.891 -0.020 -0.676
C -3.455801 3.519993 -3.314981 -0.293 -0.179 0.172
C 2.609379 0.367110 1.384446 1.180 0.350 0.256
C 3.882465 1.122830 0.916271 0.310 0.149 -0.293
I 2.352705 1.056746 3.483227 -0.195 0.015 -0.225
N 2.930417 -1.061234 1.521008 -1.266 0.067 -0.155
C 2.293459 -2.026781 0.606703 1.325 -1.328 -0.526
C 3.228088 -2.147737 -0.647448 -0.266 0.645 0.262
C 2.538072 -3.387443 1.354573 -0.329 1.028 -0.599
C 2.366999 -4.658967 0.534364 -0.824 1.743 -0.399
O 2.891284 -5.638334 0.897215 1.282 -2.695 0.995
H -3.766576 -0.000801 4.181321 0.150 -0.247 0.021
H -4.136549 -1.018723 2.735732 -0.264 -0.016 0.256
H -4.754426 0.653531 2.899522 -0.086 -0.192 -0.093
H -2.444443 1.487167 2.809927 0.155 0.002 -0.093
H -2.859460 0.679839 1.311511 0.084 -0.372 -0.096
H -1.834937 -1.127301 0.738479 0.156 0.137 0.031
H -2.007429 -2.213263 2.085802 -0.008 -0.052 -0.215
H 0.126895 -2.823310 2.082641 0.202 -0.160 -0.496
H 0.591201 -1.197519 2.395425 -0.040 -0.032 0.026
H 0.783485 -3.106368 -1.366717 -0.112 -0.112 0.039
H -0.666984 -2.179796 -1.248392 -0.255 -0.138 0.217
H -0.230007 -4.846822 0.298242 0.720 0.294 -0.144
H -0.291023 -0.111362 -0.237908 0.096 0.048 0.040
H 1.137568 -1.105607 -2.256241 0.078 -0.510 0.798
H -1.185485 0.058803 -2.060965 0.087 0.276 0.371
H -0.190287 1.529161 -2.536066 -0.341 0.036 0.578
H -1.199305 0.224152 -4.361020 0.173 0.130 -0.337
H -0.210834 -1.143275 -3.960077 0.285 0.014 -0.207
H 0.576240 0.390191 -4.527146 0.024 -0.104 -0.093
H 0.537730 0.701873 1.509777 -0.136 -0.744 -0.152
H 0.782319 2.332328 -0.773466 0.385 -0.203 -0.093
H 1.982902 2.792009 0.402076 0.278 -0.436 -0.194
H 0.312718 4.016114 1.099135 -0.153 0.063 -0.012
H -0.060956 2.644804 2.100719 -0.197 -0.171 -0.075
H -2.166877 3.072752 1.027822 -0.248 -0.191 -0.228
H -1.441685 1.859494 -0.073940 -0.401 0.026 -0.073
H -3.184762 2.324912 -1.548986 0.163 0.179 0.311
H -4.503812 3.474090 -1.442555 0.102 0.101 0.194
H -2.840741 2.757328 -3.792788 0.220 0.243 -0.080
H -3.153728 4.521066 -3.610540 0.231 -0.017 0.076
H -4.468120 3.386828 -3.701038 0.017 -0.079 0.025
H 4.392811 1.610200 1.740428 -0.065 -0.012 0.092
H 4.621842 0.432031 0.514193 -0.233 -0.212 -0.088
H 3.729066 1.893116 0.163374 -0.233 -0.081 0.071
H 2.770272 -1.366057 2.471356 0.076 0.084 -0.008
H 3.996152 -2.906561 -0.510913 -0.185 -0.198 0.088
H 3.798031 -1.225203 -0.698733 -0.147 0.092 -0.458
H 2.712319 -2.344964 -1.586552 0.136 0.019 -0.019
H 2.063652 -3.419631 2.337632 -0.257 -0.345 -0.173
H 3.605959 -3.351732 1.572119 0.022 -0.101 0.057
H 1.811242 -4.716909 -0.419968 -0.069 0.593 -0.013
```
Forces are in eV/Å.

## Properties
Kohn-Sham gap: 0.342 Eh
Net charge: +1
LUMO level: -3.180 eV
SMILES string: CCOCC[C@@]1(CC=O)[N@H+]([C@H](I)CC)[C@H](CCCC(=O)OCC)[C@@](C)(I)N[C@@]1(C)CC=O
HOMO: -12.477 eV

---

# C23H41IP2Re

A structure of composition C23H41IP2Re in a non-equilibrium geometry (ωB97M-V with the def2-TZVPD basis set, the Open Molecules 2025 dataset).

XYZ file:
```
68
Properties=species:S:1:pos:R:3:forces:R:3
Re -0.975201 1.130852 -1.629310 -3.708 -3.969 -0.914
C 0.456085 0.993110 -0.055839 0.510 0.456 0.730
C 0.811965 2.047787 -0.975028 0.510 1.122 0.723
C -1.275547 2.542036 -0.066568 0.577 0.316 1.472
C -0.813344 1.309193 0.522541 0.425 1.108 1.237
C -0.273145 3.001663 -0.996208 1.224 0.886 0.778
C 1.257379 -0.229402 0.223275 0.378 -0.374 0.029
H 2.143309 -0.246045 -0.421234 -0.224 -0.188 0.126
H 0.659180 -1.129580 0.031412 0.175 0.089 0.076
H 1.623662 -0.291801 1.260716 -0.268 0.209 -0.271
C -1.488517 0.532985 1.599114 -0.105 -0.212 0.354
H -1.146168 -0.507723 1.624211 -0.120 0.196 -0.107
H -2.571240 0.535832 1.466175 0.108 -0.013 0.124
H -1.264465 0.956965 2.588180 0.007 0.070 -0.281
C -2.539123 3.245704 0.295728 -0.557 0.034 -0.044
H -2.441976 3.722768 1.287355 0.048 -0.160 -0.407
H -3.397893 2.555866 0.344304 0.364 0.185 0.045
H -2.789900 4.016864 -0.440169 0.093 -0.067 0.182
C -0.273645 4.285873 -1.755360 -0.267 0.480 -0.213
H -0.362753 5.136390 -1.057817 0.092 -0.274 -0.300
H -1.111616 4.355653 -2.468383 0.167 -0.012 0.321
H 0.645561 4.407126 -2.341055 -0.154 -0.043 0.241
C 2.082814 2.145806 -1.751750 0.383 0.273 -0.389
H 2.599466 3.107615 -1.589410 -0.286 -0.339 0.084
H 1.921550 2.056329 -2.837336 0.118 0.047 0.483
H 2.766100 1.357211 -1.443735 0.072 0.052 -0.094
C 1.683752 -4.401606 -0.671664 0.678 -0.193 0.211
C 2.962138 -4.249532 -1.056736 -0.494 0.270 0.259
C 3.590704 -4.532671 -2.403853 0.197 -0.228 0.070
C 2.622370 -4.518103 -3.596244 0.541 -1.231 -0.781
C 1.998435 -3.222321 -3.563223 0.883 0.761 -0.232
C 0.730810 -2.929448 -3.003504 -1.632 2.584 1.270
C -0.175078 -3.984753 -2.361975 -0.751 0.196 -0.530
C 0.585476 -5.002366 -1.497921 -0.595 -0.361 -0.023
H 4.143993 -5.477295 -2.404466 0.030 0.077 0.176
H 1.914744 -5.358836 -3.570966 0.302 0.441 -0.072
H 4.319621 -3.732810 -2.593282 0.046 -0.274 0.103
H 0.910576 -5.823386 -2.156210 -0.030 0.267 0.677
H 1.372256 -4.148914 0.357862 0.469 0.037 -0.571
H 3.662049 -3.801839 -0.352911 -0.143 -0.200 0.093
H -0.170154 -5.416578 -0.814948 0.284 -0.104 -0.223
H -0.938299 -3.449694 -1.752521 0.434 -0.304 -0.389
H 0.791023 -2.053986 -2.320592 0.364 -0.504 0.276
H -0.717043 -4.527720 -3.162024 0.234 0.159 0.865
H 3.182658 -4.629096 -4.545826 0.040 -0.057 0.485
H 2.636274 -2.344005 -3.718780 -0.010 -0.540 0.183
P -0.078286 -2.049999 -4.468525 0.103 -2.715 -1.557
C -0.768824 -3.575858 -5.230880 -0.459 0.437 -0.328
C 1.137650 -1.603014 -5.735482 0.389 0.507 -0.501
P -0.965620 0.952275 -3.867151 0.064 -0.414 -3.394
C -1.367496 -0.816822 -4.426538 -0.358 0.652 -0.060
C 0.447815 1.601863 -4.853492 -0.205 -0.388 -0.378
C -2.385118 1.850225 -4.603686 -0.361 0.272 0.335
H -1.748963 -3.819291 -4.809292 0.143 -0.003 -0.117
H -0.081385 -4.417029 -5.053306 -0.137 0.426 -0.107
H -0.871421 -3.436762 -6.309030 -0.122 0.010 0.094
H 0.879594 -2.178001 -6.639426 0.056 0.366 0.301
H 2.172490 -1.862547 -5.490519 -0.428 0.091 -0.021
H 1.107389 -0.533516 -5.962683 -0.074 -0.342 -0.108
H -2.046315 2.445483 -5.458233 -0.036 -0.146 0.142
H -2.820981 2.531939 -3.853728 0.041 -0.291 -0.390
H -3.149533 1.134680 -4.931875 0.125 0.250 0.172
H -2.148237 -1.199017 -3.732146 0.353 0.386 -0.428
H -1.806370 -0.765545 -5.445725 0.309 -0.095 0.395
H 0.649260 2.642179 -4.547661 -0.213 -0.395 -0.088
H 0.196072 1.581595 -5.930845 0.216 0.055 0.462
H 1.346038 0.997851 -4.672629 -0.151 0.318 -0.030
I -3.037299 -0.571801 -1.281935 0.334 0.352 -0.225
```
Forces are in eV/Å.

## Properties
Kohn-Sham gap (spin up / spin down): 0.234 / 0.230 Eh
Net charge: +2
LUMO level (spin up / spin down): -6.878 / -7.831 eV
Expectation value of S²: 3.770
2S+1: 4
HOMO (spin up / spin down): -13.253 / -14.099 eV